[1]
Formula: C34H31BCeF4N10O2S3
Source: the Open Molecules 2025 dataset
Level of theory: the ωB97M-V functional and the def2-TZVPD basis

Element x y z (Å)
Ce: 0.518 -0.399 0.400
O: -3.978 -0.455 1.130
C: -2.876 -0.598 0.580
N: -2.182 0.265 -0.176
C: -2.899 1.251 -0.859
C: -4.294 1.436 -0.753
C: -4.998 2.350 -1.505
C: -4.355 3.155 -2.429
C: -2.995 2.987 -2.584
C: -2.275 2.061 -1.838
N: -0.889 2.108 -2.116
C: 0.066 1.058 -2.321
O: 0.870 1.284 -3.462
C: 2.263 1.371 -1.514
C: 3.153 2.627 -1.431
C: 4.589 2.231 -1.429
C: 4.961 0.940 -1.255
C: 3.999 -0.054 -0.925
N: 2.710 0.134 -0.959
C: -2.305 -1.997 0.739
C: -3.229 -3.030 0.570
C: -2.844 -4.330 0.822
C: -1.552 -4.559 1.270
C: -0.695 -3.483 1.402
N: -1.046 -2.220 1.130
H: -4.847 0.833 -0.055
H: -6.068 2.438 -1.367
H: -4.896 3.900 -2.997
H: -2.445 3.571 -3.308
H: 2.911 3.338 -0.633
H: 5.308 3.022 -1.578
H: 6.003 0.652 -1.264
H: 4.322 -1.025 -0.573
H: -4.239 -2.791 0.272
H: -3.544 -5.143 0.697
H: -1.218 -5.550 1.540
H: 0.313 -3.636 1.772
C: 0.678 -1.014 -5.530
S: 0.598 -2.510 -4.491
C: 0.763 -1.808 -2.894
S: -0.615 -0.675 -2.413
N: 1.495 -2.453 -2.055
N: 1.459 -2.239 -0.754
C: 2.450 -2.857 -0.056
C: 2.655 -2.639 1.303
C: 3.694 -3.337 1.996
C: 3.846 -3.205 3.341
C: 2.977 -2.346 4.045
C: 2.033 -1.653 3.320
N: 1.840 -1.752 2.003
H: 0.206 -1.248 -6.477
H: 1.716 -0.736 -5.684
H: 0.144 -0.225 -5.016
H: 3.122 -3.523 -0.594
H: 4.354 -3.969 1.423
H: 4.629 -3.731 3.871
H: 3.054 -2.227 5.115
H: 1.382 -0.947 3.836
S: -2.379 -3.046 4.299
C: -2.664 -1.450 4.021
N: -1.785 -0.561 3.532
C: -2.322 0.784 3.493
C: -3.801 0.563 3.849
N: -3.815 -0.806 4.328
H: -0.825 -0.792 3.326
H: -2.226 1.212 2.494
H: -1.795 1.423 4.211
H: -4.425 0.664 2.955
H: -4.157 1.238 4.633
H: -4.673 -1.329 4.342
F: 1.329 3.249 1.795
B: 1.179 1.963 2.190
F: -0.065 1.431 1.623
F: 2.160 1.131 1.610
F: 1.112 1.803 3.533
C: 1.577 4.055 -2.745
C: 2.647 3.031 -2.849
C: 2.181 1.553 -3.055
N: 0.855 1.488 -1.153
C: 0.067 2.746 -1.186
C: 0.538 3.961 -1.925
H: 1.718 4.958 -3.321
H: 3.427 3.343 -3.545
H: 2.879 0.968 -3.654
H: -0.342 3.019 -0.202
H: -0.194 4.758 -1.881

Cartesian forces (eV/Å) of the 2 atoms listed first:
-0.289 -1.597 -0.211
0.065 -0.130 -0.087

Summary:
frontier orbital gap (alpha / beta): 0.142 / 0.142 Eh
multiplicity: 2
molar mass: 934.81 g mol⁻¹
net charge: -1



[2]
Formula: C21H36N6O5SV
Source: the Open Molecules 2025 dataset
Level of theory: the ωB97M-V functional and the def2-TZVPD basis

Element x y z (Å)
V: -0.681 -1.411 0.207
O: -1.557 1.638 1.090
C: -2.589 0.990 1.803
C: -2.124 -0.058 2.813
N: -1.770 -1.376 2.257
C: -1.288 -2.224 3.372
C: 0.004 -1.794 4.114
O: 0.008 -2.045 5.334
O: 0.950 -1.374 3.401
C: -2.989 -2.037 1.740
C: -2.658 -3.358 1.027
O: -3.385 -4.337 1.201
O: -1.620 -3.298 0.277
H: -1.354 1.029 0.332
H: -3.295 0.564 1.083
H: -3.115 1.758 2.382
H: -2.926 -0.190 3.561
H: -1.241 0.315 3.334
H: -1.117 -3.233 2.984
H: -2.088 -2.306 4.119
H: -3.438 -1.377 0.998
H: -3.709 -2.224 2.547
N: 0.982 -2.699 1.125
C: 2.325 -2.858 0.584
C: 2.323 -3.230 -0.898
C: 1.788 -2.142 -1.823
N: 0.345 -1.980 -1.700
H: 1.021 -2.292 2.075
H: 0.489 -3.586 1.145
H: 2.899 -3.617 1.134
H: 2.852 -1.910 0.714
H: 1.739 -4.147 -1.044
H: 3.350 -3.462 -1.199
H: 2.089 -2.365 -2.856
H: 2.248 -1.187 -1.549
H: -0.171 -2.803 -1.995
H: -0.018 -1.174 -2.203
C: -4.047 -0.978 -1.988
C: -3.337 0.247 -2.486
C: -3.876 1.006 -3.500
C: -3.254 2.163 -3.990
C: -2.037 2.517 -3.411
C: -1.446 1.789 -2.396
C: -0.109 2.211 -1.851
C: -2.073 0.601 -1.843
N: -1.566 -0.110 -0.865
H: -4.775 -1.339 -2.722
H: -4.587 -0.781 -1.054
H: -3.334 -1.775 -1.762
H: -4.824 0.687 -3.932
H: -3.697 2.753 -4.784
H: -1.517 3.406 -3.770
H: -0.095 3.287 -1.629
H: 0.715 2.014 -2.550
H: 0.104 1.644 -0.934
C: 5.378 2.194 1.499
N: 4.330 2.911 0.821
C: 4.674 3.973 -0.106
C: 3.316 4.295 -0.721
N: 2.691 2.990 -0.660
C: 3.204 2.250 0.366
S: 2.564 0.856 0.953
H: 5.948 2.881 2.127
H: 6.061 1.710 0.788
H: 4.919 1.427 2.119
H: 5.376 3.608 -0.872
H: 5.127 4.822 0.409
H: 3.394 4.661 -1.744
H: 2.779 5.034 -0.116
H: 1.715 2.848 -0.882

Cartesian forces (eV/Å) of the 2 atoms listed first:
0.496 -1.007 0.096
-0.166 0.258 1.003

Summary:
frontier orbital gap (alpha / beta): 0.123 / 0.162 Eh
multiplicity: 4
molar mass: 535.57 g mol⁻¹
net charge: -2



[3]
Formula: C28H34AsN4O4OsS2
Source: the Open Molecules 2025 dataset
Level of theory: the ωB97M-V functional and the def2-TZVPD basis

Element x y z (Å)
Os: -0.879 0.660 -0.526
C: 1.784 -5.650 3.414
C: 1.686 -4.291 2.740
C: 1.841 -3.087 3.441
C: 1.898 -1.885 2.717
C: 1.818 -1.885 1.335
C: 1.655 -3.077 0.665
C: 1.621 -4.260 1.344
S: 2.002 -0.345 0.463
O: 3.321 0.157 0.685
O: 1.693 -0.643 -0.948
N: 0.840 0.562 0.928
C: 0.995 1.555 1.894
C: 2.109 1.741 2.713
C: 2.090 2.730 3.693
C: 1.041 3.571 3.897
C: -0.062 3.450 2.983
C: -1.185 4.358 2.946
C: -2.238 4.107 2.149
C: -2.220 3.010 1.237
N: -1.126 2.304 1.168
C: -0.106 2.431 2.015
H: 1.337 -6.471 2.873
H: 1.306 -5.604 4.367
H: 2.820 -5.908 3.615
H: 1.960 -3.084 4.491
H: 2.089 -0.988 3.276
H: 1.599 -3.064 -0.413
H: 1.523 -5.138 0.784
H: 2.992 1.207 2.454
H: 3.000 2.912 4.303
H: 1.052 4.396 4.615
H: -1.184 5.103 3.698
H: -3.136 4.726 2.154
H: -3.079 2.772 0.566
C: -1.569 -1.187 1.953
N: -2.027 -0.914 0.548
C: -3.431 -0.456 0.710
C: -1.948 -2.062 -0.330
C: -2.017 -1.642 -1.806
C: -2.593 -2.521 -2.779
C: -2.909 -1.984 -4.004
C: -2.667 -0.641 -4.296
C: -2.079 0.200 -3.365
C: -1.736 -0.340 -2.092
H: -2.206 -1.991 2.370
H: -1.507 -0.243 2.550
H: -0.525 -1.563 1.940
H: -4.028 -1.273 1.204
H: -3.826 -0.267 -0.303
H: -3.550 0.401 1.380
H: -2.711 -2.834 -0.105
H: -0.955 -2.539 -0.086
H: -2.799 -3.606 -2.542
H: -3.400 -2.607 -4.769
H: -2.932 -0.234 -5.230
H: -1.917 1.246 -3.622
O: -4.296 4.214 -3.606
N: -3.400 3.579 -3.184
O: -3.174 3.090 -2.124
C: 2.130 2.814 -4.205
As: 2.034 1.446 -2.776
C: 1.693 -0.117 -3.864
C: 3.756 1.300 -2.099
S: 0.262 2.306 -1.710
H: 2.972 2.767 -4.869
H: 2.128 3.824 -3.784
H: 1.208 2.746 -4.769
H: 2.531 -0.175 -4.591
H: 0.735 -0.057 -4.438
H: 1.691 -0.984 -3.236
H: 4.442 1.390 -2.911
H: 3.908 0.400 -1.525
H: 3.859 2.139 -1.371

Cartesian forces (eV/Å) of the 2 atoms listed first:
0.764 0.298 0.384
0.038 0.756 0.116

Summary:
frontier orbital gap (alpha / beta): 0.283 / 0.239 Eh
multiplicity: 5
molar mass: 819.89 g mol⁻¹
net charge: +1



[4]
Formula: C42H60BGe3N9NiSe
Source: the Open Molecules 2025 dataset
Level of theory: the ωB97M-V functional and the def2-TZVPD basis

Element x y z (Å)
Ni: 0.451 0.075 0.302
C: -2.231 0.049 4.478
C: -2.552 -0.540 3.100
C: -1.732 -1.778 2.789
C: -2.425 0.532 2.058
C: -3.427 1.466 1.748
C: -2.855 2.298 0.818
N: -1.606 1.877 0.587
N: -1.318 0.786 1.358
B: -0.548 2.661 -0.209
N: -0.272 2.017 -1.595
C: -0.682 2.529 -2.767
C: -0.005 1.892 -3.780
C: 0.841 0.982 -3.123
N: 0.665 1.050 -1.806
C: 1.866 0.090 -3.774
C: 1.243 -1.221 -4.247
C: 3.050 -0.159 -2.851
N: 0.760 2.853 0.568
C: 1.156 4.029 1.091
C: 2.478 3.925 1.435
C: 2.839 2.616 1.063
N: 1.794 1.972 0.557
C: 4.224 2.031 1.141
C: 4.293 0.597 0.647
C: 5.195 2.914 0.349
H: -2.397 -0.696 5.259
H: -2.857 0.919 4.691
H: -1.190 0.369 4.526
H: -3.613 -0.820 3.101
H: -0.693 -1.532 2.562
H: -2.138 -2.282 1.914
H: -1.743 -2.476 3.629
H: -4.423 1.507 2.156
H: -3.244 3.158 0.297
H: -1.015 3.753 -0.411
H: -1.419 3.315 -2.789
H: -0.084 2.061 -4.841
H: 2.216 0.638 -4.657
H: 0.903 -1.810 -3.394
H: 0.390 -1.045 -4.908
H: 1.976 -1.826 -4.786
H: 2.706 -0.535 -1.890
H: 3.606 0.764 -2.674
H: 3.726 -0.906 -3.274
H: 0.464 4.851 1.169
H: 3.105 4.678 1.881
H: 4.529 2.059 2.194
H: 3.938 0.528 -0.382
H: 3.669 -0.058 1.249
H: 5.323 0.233 0.681
H: 4.909 2.929 -0.705
H: 6.211 2.521 0.420
H: 5.199 3.943 0.711
C: -0.301 -5.998 -1.735
Ge: -0.850 -4.109 -1.969
C: -0.885 -3.886 -3.951
C: -2.808 -4.180 -1.622
Ge: 0.562 -2.584 -0.564
C: 0.537 -3.880 0.992
C: -0.670 -4.440 1.415
C: -0.751 -5.312 2.492
C: 0.395 -5.662 3.191
C: 1.612 -5.135 2.784
C: 1.676 -4.264 1.705
C: 2.376 -3.133 -1.309
C: 3.557 -2.740 -0.665
C: 4.817 -3.092 -1.128
C: 4.949 -3.858 -2.278
C: 3.801 -4.255 -2.947
C: 2.548 -3.896 -2.465
H: -0.900 -6.637 -2.391
H: -0.459 -6.309 -0.702
H: 0.754 -6.145 -1.972
H: -1.576 -4.632 -4.354
H: 0.088 -4.033 -4.422
H: -1.252 -2.901 -4.243
H: -3.162 -5.184 -1.872
H: -3.333 -3.468 -2.262
H: -3.081 -3.962 -0.591
H: -1.586 -4.184 0.897
H: -1.713 -5.719 2.783
H: 0.341 -6.333 4.040
H: 2.522 -5.405 3.309
H: 2.649 -3.889 1.411
H: 3.507 -2.112 0.214
H: 5.697 -2.760 -0.589
H: 5.929 -4.135 -2.648
H: 3.877 -4.852 -3.850
H: 1.683 -4.225 -3.029
Se: -5.751 -1.090 0.317
N: -5.835 -0.323 -1.291
C: -4.611 -0.363 -1.768
C: -4.228 0.083 -3.076
C: -2.938 -0.096 -3.431
C: -2.003 -0.685 -2.499
N: -2.277 -1.073 -1.299
C: -3.596 -0.958 -0.922
N: -4.018 -1.422 0.232
H: -4.970 0.517 -3.733
H: -2.566 0.204 -4.401
H: -0.976 -0.818 -2.815
C: 3.731 -0.629 4.049
Ge: 1.800 -0.425 3.650
C: 1.284 1.418 4.118
C: 1.000 -1.683 4.947
C: 1.435 -0.855 1.814
H: 3.880 -0.661 5.131
H: 4.342 0.178 3.643
H: 4.088 -1.573 3.630
H: 1.085 1.521 5.187
H: 0.392 1.712 3.562
H: 2.081 2.111 3.843
H: 1.536 -1.597 5.896
H: 1.115 -2.702 4.571
H: -0.058 -1.509 5.129
H: 2.191 -1.569 1.492

Cartesian forces (eV/Å) of the 2 atoms listed first:
1.227 -1.702 0.615
-0.015 0.023 0.007

Summary:
frontier orbital gap (alpha / beta): 0.170 / 0.199 Eh
multiplicity: 4
molar mass: 1057.30 g mol⁻¹
net charge: -1



[5]
Formula: C8H12N2O2
Source: the Open Molecules 2025 dataset
Level of theory: the ωB97M-V functional and the def2-TZVPD basis

Element x y z (Å)
C: -2.268 -1.384 0.870
C: -0.431 -0.740 -0.317
C: 0.744 -1.485 -0.440
C: 1.904 -0.852 0.002
C: 1.956 0.561 0.078
C: 0.695 1.397 -0.053
C: -0.444 0.743 -0.187
C: -2.563 1.415 -1.361
H: -2.861 -2.366 0.667
H: -1.755 -1.228 1.929
H: -2.913 -0.387 0.709
H: 0.494 -2.557 -0.456
H: 3.796 -1.242 -0.026
H: 3.091 -2.493 0.300
H: 2.520 2.488 0.482
H: 3.267 1.381 1.910
H: 0.541 2.551 0.323
H: -3.270 2.140 -1.399
H: -3.336 0.347 -1.271
H: -2.104 1.561 -2.477
N: 3.084 -1.438 0.587
N: 3.042 1.390 0.569
O: -1.648 -1.327 -0.360
O: -1.544 1.525 -0.078

Cartesian forces (eV/Å) of the 2 atoms listed first:
-3.903 1.466 0.802
0.559 2.677 -0.944

Summary:
frontier orbital gap: 0.304 Eh
multiplicity: 1
molar mass: 168.20 g mol⁻¹



[6]
Formula: C34H35F2IrN5OP
Source: the Open Molecules 2025 dataset
Level of theory: the ωB97M-V functional and the def2-TZVPD basis

Element x y z (Å)
Ir: 0.238 -0.097 -0.049
O: 2.176 -1.232 1.862
N: 0.885 -1.549 1.326
C: 0.430 -2.748 1.783
C: -0.507 -3.627 1.200
C: -0.752 -4.832 1.924
C: -1.539 -5.831 1.425
C: -2.140 -5.700 0.163
C: -1.952 -4.536 -0.546
C: -1.186 -3.479 -0.042
P: -1.060 -2.005 -1.047
C: -2.743 -1.517 -1.511
C: -2.917 -0.558 -2.511
C: -4.186 -0.122 -2.854
C: -5.296 -0.624 -2.190
C: -5.131 -1.554 -1.175
C: -3.862 -1.997 -0.832
C: -0.238 -2.568 -2.563
C: -0.844 -2.668 -3.809
C: -0.135 -3.187 -4.885
C: 1.169 -3.622 -4.719
C: 1.774 -3.543 -3.470
C: 1.075 -3.016 -2.400
H: 2.640 -2.074 1.961
H: 0.841 -3.053 2.743
H: -0.272 -4.958 2.885
H: -1.685 -6.734 2.001
H: -2.743 -6.497 -0.245
H: -2.420 -4.429 -1.518
H: -2.057 -0.152 -3.031
H: -4.306 0.612 -3.639
H: -6.288 -0.291 -2.464
H: -5.993 -1.942 -0.649
H: -3.746 -2.727 -0.043
H: -1.869 -2.354 -3.952
H: -0.613 -3.260 -5.852
H: 1.715 -4.029 -5.559
H: 2.788 -3.890 -3.332
H: 1.546 -2.965 -1.424
F: 2.939 -0.701 -4.420
C: 2.017 -0.018 -3.736
C: 2.081 0.019 -2.355
C: 1.107 0.747 -1.666
C: 0.136 1.515 -2.355
C: 0.068 1.335 -3.733
F: -0.934 1.895 -4.429
C: 0.995 0.592 -4.443
C: -1.764 2.140 -0.932
C: -3.003 2.765 -1.096
C: -4.054 2.437 -0.269
C: -3.880 1.452 0.699
C: -2.653 0.839 0.781
N: -1.613 1.189 0.011
H: 2.845 -0.549 -1.842
H: 0.927 0.503 -5.517
H: -3.118 3.481 -1.894
H: -5.013 2.918 -0.396
H: -4.682 1.149 1.354
H: -2.473 0.041 1.490
C: -0.687 4.711 -0.568
C: -0.205 3.937 -1.793
C: -0.691 4.638 -3.062
C: 1.323 3.930 -1.773
N: -0.679 2.498 -1.725
H: -0.169 5.668 -0.543
H: -0.448 4.178 0.350
H: -1.751 4.922 -0.595
H: -0.285 5.648 -3.095
H: -1.777 4.719 -3.087
H: -0.368 4.118 -3.957
H: 1.674 4.961 -1.797
H: 1.744 3.422 -2.639
H: 1.695 3.458 -0.866
N: 0.960 2.632 1.860
N: 1.202 1.224 1.800
H: 1.552 3.055 2.571
H: 0.000 2.758 2.161
H: 1.051 0.750 2.691
H: 2.178 1.065 1.569

Cartesian forces (eV/Å) of the 2 atoms listed first:
0.123 -0.024 -0.128
-0.156 -0.020 0.118

Summary:
frontier orbital gap (alpha / beta): 0.231 / 0.219 Eh
multiplicity: 6
molar mass: 790.88 g mol⁻¹
net charge: +1



Q: Number 5 is which compound?
A: C8H12N2O2



Q: Among the records above, which one has the lowest multiplicity?
A: C8H12N2O2



Copy entry 5 word for word.
Formula: C8H12N2O2
Source: the Open Molecules 2025 dataset
Level of theory: the ωB97M-V functional and the def2-TZVPD basis

Element x y z (Å)
C: -2.268 -1.384 0.870
C: -0.431 -0.740 -0.317
C: 0.744 -1.485 -0.440
C: 1.904 -0.852 0.002
C: 1.956 0.561 0.078
C: 0.695 1.397 -0.053
C: -0.444 0.743 -0.187
C: -2.563 1.415 -1.361
H: -2.861 -2.366 0.667
H: -1.755 -1.228 1.929
H: -2.913 -0.387 0.709
H: 0.494 -2.557 -0.456
H: 3.796 -1.242 -0.026
H: 3.091 -2.493 0.300
H: 2.520 2.488 0.482
H: 3.267 1.381 1.910
H: 0.541 2.551 0.323
H: -3.270 2.140 -1.399
H: -3.336 0.347 -1.271
H: -2.104 1.561 -2.477
N: 3.084 -1.438 0.587
N: 3.042 1.390 0.569
O: -1.648 -1.327 -0.360
O: -1.544 1.525 -0.078

Cartesian forces (eV/Å) of the 2 atoms listed first:
-3.903 1.466 0.802
0.559 2.677 -0.944

Summary:
frontier orbital gap: 0.304 Eh
multiplicity: 1
molar mass: 168.20 g mol⁻¹



Q: Among the records above, which one has the lowest multiplicity?
A: C8H12N2O2